A structure of composition C22H38N13OPPtS, computed with ωB97M-V/def2-TZVPD.

Last column: Mulliken charge in e.
Geometry (Å):
Pt1 -0.302627 0.418800 0.101956  1.797
S1 0.193306 3.087684 1.812028  0.493
P1 -0.151377 -1.547754 -1.149546  -1.498
O1 0.864468 2.491956 3.024338  -0.931
N1 -2.113667 3.608309 -1.755444  -0.731
N2 -3.430179 1.498855 0.648341  0.073
N3 2.729610 0.880562 4.555400  -0.230
N4 -1.080478 2.796285 -1.575276  -0.438
N5 -2.890913 -0.903646 3.109703  -0.677
N6 -1.749695 0.024430 1.536636  0.637
N7 3.259904 -0.309726 2.585138  -0.791
N8 4.420907 -0.621365 4.544169  -0.400
N9 -1.695324 -0.860511 2.526614  -0.611
N10 -3.166643 3.193680 -1.028533  -0.476
N11 1.194679 0.051180 1.310873  0.310
N12 -1.454235 1.876813 -0.665164  1.117
N13 -3.704279 0.002095 2.547570  -0.513
C1 2.147674 -0.057153 1.988332  0.313
C2 -1.107302 5.541195 1.537442  -1.139
C3 0.553725 -4.357546 -0.807128  -1.718
C4 1.156846 -0.004937 -3.006909  -1.497
C5 -1.570849 -1.745829 -2.261218  1.066
C6 1.170424 -2.476595 -3.478319  -1.675
C7 1.258622 -1.415911 -2.368994  1.846
C8 -3.070092 -3.154440 -3.548162  -0.982
C9 -3.763675 -2.042421 -3.996929  -0.582
C10 2.699134 4.277074 1.040651  -1.317
C11 0.675599 -2.969857 1.223633  -1.695
C12 2.603345 -1.462288 -1.537889  -1.260
C13 -2.214778 -0.606043 -2.827955  -0.636
C14 -0.144526 -3.131133 -0.090739  2.304
C15 -2.731857 2.147332 -0.336229  0.158
C16 -1.615216 -3.466170 0.287983  -1.534
C17 -3.326409 -0.766420 -3.644677  -0.951
C18 3.442031 -0.012903 3.889236  0.505
C19 -2.978403 0.558459 1.552596  0.240
C20 -1.941956 -3.005865 -2.735087  -0.511
C21 -0.403436 4.682020 2.524288  -0.526
C22 1.487689 3.500654 0.551354  -0.218
H1 2.111740 -2.413686 -4.047855  0.539
H2 -1.943613 5.049395 1.056866  0.261
H3 -3.838295 0.142958 -4.010211  0.426
H4 -0.449813 5.878378 0.747769  0.288
H5 0.279602 -2.190626 1.870803  0.199
H6 4.651101 -0.389986 5.516247  0.197
H7 -1.524203 6.425530 1.997450  0.404
H8 0.488546 -5.225669 -0.117581  0.481
H9 1.083069 -3.514493 -3.139847  0.252
H10 2.008258 1.454442 4.090020  0.337
H11 0.051868 -4.698591 -1.735692  0.288
H12 -1.590477 -4.181620 1.113615  0.506
H13 0.314251 -2.327462 -4.159118  0.291
H14 -1.812204 0.377396 -2.638674  0.440
H15 1.158750 0.801843 -2.266853  0.169
H16 -3.412280 -4.153866 -3.796334  0.435
H17 -2.195652 -2.604526 0.643886  0.120
H18 1.793438 2.530771 0.154032  -0.068
H19 -1.090792 4.302757 3.301424  0.387
H20 0.275168 0.098637 -3.660209  0.277
H21 2.396463 5.243260 1.449348  0.333
H22 3.347300 4.525592 0.194536  0.425
H23 -4.406898 1.750775 0.757438  0.260
H24 0.614449 -3.935827 1.741295  0.651
H25 -2.191093 -3.951009 -0.515383  0.392
H26 -1.390222 -3.888962 -2.491767  0.363
H27 2.733191 -2.408883 -1.004151  0.214
H28 1.734304 -2.722572 1.011825  0.214
H29 0.446599 5.177872 3.006508  0.373
H30 1.617202 -4.182084 -0.968396  0.335
H31 3.255883 3.672721 1.773108  0.247
H32 4.914709 -1.383687 4.070404  0.252
H33 2.900165 1.055666 5.535189  0.227
H34 2.618338 -0.624398 -0.832013  0.142
H35 0.956193 3.974002 -0.253701  0.583
H36 3.466860 -1.333514 -2.223468  0.524
H37 2.036162 0.122919 -3.637990  0.550
H38 -4.658113 -2.172326 -4.616603  0.361

Forces on the atoms, in the same order (eV/Å):
-0.022 0.172 -0.753
0.217 0.240 0.641
-0.333 -0.406 0.151
0.416 -0.025 -0.084
0.904 -1.424 -0.026
-1.051 -0.049 0.290
-0.830 0.770 0.123
-1.293 1.118 0.015
1.637 0.789 -0.806
-1.153 0.473 0.119
0.728 -0.247 1.509
1.374 -1.047 0.493
-1.316 -0.767 0.904
0.147 0.126 0.461
3.540 -0.679 2.239
-1.385 0.250 -0.439
0.408 0.489 -1.189
-1.951 0.225 -1.523
-0.407 0.451 -0.660
-1.082 -0.301 0.414
-0.080 -0.442 -0.218
-0.181 0.466 -1.176
0.377 -0.151 -0.284
0.421 0.153 0.743
0.286 0.045 0.124
-0.438 0.092 0.030
-0.192 -0.010 0.024
0.072 0.372 -0.523
-0.410 0.012 -0.974
0.217 -1.098 0.573
0.580 -0.737 -0.377
0.918 0.332 -0.340
-0.025 -0.243 -0.095
0.009 0.583 -0.302
-0.748 0.392 -1.193
0.087 -0.947 0.714
-0.931 0.488 -0.271
0.422 -0.729 0.120
0.000 0.001 0.738
-0.336 -0.017 -0.080
-0.164 -0.347 -0.125
0.315 -0.706 0.137
0.251 0.111 -0.242
-0.171 -0.116 0.004
-0.199 -0.260 -0.982
-0.016 0.297 0.305
-0.011 0.474 -0.212
0.164 0.335 0.189
0.249 -0.235 -0.041
0.520 0.332 0.517
0.074 0.052 0.065
0.442 0.257 0.288
-0.227 0.142 0.281
-0.086 -0.098 -0.027
0.110 0.099 -0.160
0.319 -0.078 -0.123
-0.163 -0.141 0.196
0.394 0.118 -0.247
0.262 -0.036 0.355
0.088 -0.120 0.305
0.013 -0.273 0.078
0.350 0.026 -0.100
0.133 0.236 -0.033
0.356 0.291 0.254
0.045 -0.160 0.277
-0.018 0.228 -0.049
-0.458 -0.255 0.105
-0.089 -0.199 -0.050
-0.134 0.060 -0.195
-0.141 0.450 -0.148
-0.372 0.676 0.457
-0.061 -0.108 -0.237
-0.001 -0.248 -0.012
-0.383 0.403 -0.363
-0.471 -0.093 0.266
0.103 0.063 -0.097
0.377 0.099 0.252

Properties
Highest occupied orbital energy (alpha / beta) = -0.2554 / -0.2770 Ha
2S+1 = 3
Frontier orbital gap (alpha / beta) = 7.030 / 6.660 eV
Energy above the lowest of the compared OMol25 structures with the same formula, charge and spin = 0.0 kcal per mole